Below is a molecular structure, C41H100N6O16V2 in a non-equilibrium geometry, with properties calculated with ωB97M-V/def2-TZVPD.

```
165
Properties=species:S:1:pos:R:3:forces:R:3
O -18.56978 -7.55439 7.60844 -1.32 -1.71 -1.01
V -17.96230 -6.27087 8.30900 -0.70 2.08 2.28
O -16.73742 -5.59898 7.52512 0.35 0.70 -0.36
O -19.75399 -3.05240 10.51593 -0.74 -2.19 -0.31
V -20.15995 -4.64662 10.56977 2.11 1.26 2.93
O -20.42945 -4.90159 12.20943 0.30 -0.01 -2.88
C -17.16850 -4.65231 12.49968 -1.47 0.38 -1.23
C -17.02794 -5.55758 11.27867 1.92 -0.75 0.13
O -18.14170 -5.98578 10.56204 -1.83 0.70 -0.72
H -17.95212 -5.06480 13.13522 -0.22 0.05 -0.02
H -17.52959 -3.72662 12.05157 0.13 0.65 0.87
H -16.27603 -4.59037 13.12239 0.22 0.24 -0.47
H -16.42878 -6.32618 11.76689 -0.30 -1.73 -0.20
H -16.28743 -5.25581 10.53794 0.19 1.14 0.08
C -19.65704 -3.62995 6.10170 0.11 0.52 1.34
C -20.45242 -4.35632 7.20574 -0.52 -1.24 -0.48
O -19.76504 -4.86988 8.30017 1.28 -0.47 1.24
H -20.27275 -3.19977 5.31180 -0.33 -0.53 -0.17
H -18.85946 -4.26421 5.71479 -0.06 0.05 -0.04
H -19.22769 -2.74160 6.56494 0.50 -0.02 0.08
H -20.93808 -5.21830 6.74836 -0.24 -0.36 -0.64
H -21.31351 -3.78600 7.55409 0.00 0.82 0.09
C -17.22203 -10.43268 8.85934 -0.66 0.83 -0.58
C -16.05911 -9.45279 8.57579 -0.51 -1.14 0.95
C -15.65692 -9.17612 7.12521 -1.77 -1.77 -0.08
O -14.65551 -8.25521 7.02205 2.33 1.47 0.12
C -13.31818 -8.68179 7.39553 -1.50 -0.27 0.15
N -16.32479 -8.11024 9.09345 0.58 0.25 1.24
H -16.93668 -11.47938 8.75394 -0.12 0.03 -0.76
H -18.08409 -10.06648 8.30182 -0.12 -0.64 -0.74
H -17.66684 -10.41200 9.85424 0.80 0.58 0.58
H -15.26908 -9.94532 9.14269 0.82 0.31 0.02
H -16.61120 -8.86318 6.70153 0.21 1.23 -0.17
H -15.46085 -10.01022 6.45147 0.53 -0.98 0.46
H -13.12661 -8.74131 8.46691 -0.53 0.22 0.50
H -12.57622 -7.96308 7.04759 -0.31 -0.19 -0.59
H -13.18755 -9.71447 7.07212 0.44 0.00 -0.58
H -15.43674 -7.86996 9.51028 0.30 0.97 -0.25
H -16.90293 -8.10315 9.92158 -0.55 -0.61 0.24
C -12.52762 -9.86640 12.11806 1.27 1.07 0.26
O -13.51823 -9.38876 12.96122 -1.74 -0.79 1.37
C -14.41315 -10.40489 13.41196 -1.32 -0.59 0.40
C -15.59055 -10.61744 12.46680 -0.08 1.39 -2.51
N -16.49287 -9.43718 12.35952 -0.06 -2.08 0.51
C -17.49596 -9.42831 13.40236 -1.38 -0.87 0.74
C -18.40160 -10.68054 13.76931 1.28 -1.59 -1.64
O -17.69577 -11.87562 14.30553 -1.73 2.11 -1.59
C -17.41899 -11.59927 15.61350 2.34 -1.05 0.94
H -11.71219 -9.18397 12.35776 0.31 0.24 -0.77
H -12.82707 -9.77146 11.07430 0.23 -0.46 -0.14
H -12.08982 -10.81676 12.42344 -0.58 -0.55 -0.28
H -14.92161 -10.14974 14.34172 0.65 0.76 0.40
H -13.90056 -11.33882 13.64242 0.35 -0.12 -0.28
H -16.24213 -11.49064 12.49936 0.65 -0.18 0.65
H -15.20183 -10.56956 11.44960 0.53 -0.78 -0.24
H -15.87386 -8.63939 12.33779 -0.50 0.60 0.32
H -18.32198 -8.80953 13.05175 0.30 1.03 0.58
H -17.08919 -9.22374 14.39269 -0.07 1.08 0.09
H -18.96013 -11.10511 12.93512 0.21 0.27 -0.46
H -19.18059 -10.37889 14.46951 0.29 0.33 0.35
H -16.67348 -12.36010 15.84468 -0.46 -0.64 0.91
H -18.29150 -11.59559 16.26680 0.06 0.10 0.17
H -16.74838 -10.74831 15.73275 -0.61 0.86 0.15
C -14.72441 -3.75766 20.91163 -0.74 -0.24 0.29
O -14.93504 -5.09722 20.51922 0.39 1.14 0.05
C -14.05593 -5.35560 19.40970 -3.42 -0.73 0.09
C -14.84079 -4.95097 18.05801 2.86 -1.59 1.18
N -15.69649 -6.06843 17.58962 -1.48 0.77 1.30
C -16.79952 -6.38731 18.54400 0.20 -0.98 1.26
C -17.98660 -5.38955 18.63298 -0.14 -0.31 -0.37
O -18.49252 -4.87820 17.37957 0.56 -0.21 0.13
C -19.05779 -5.81679 16.45982 -0.26 -0.71 1.21
H -13.84937 -3.81755 21.55881 0.10 1.00 0.07
H -15.61174 -3.35704 21.40178 0.06 -0.35 0.60
H -14.65091 -3.09260 20.05117 0.68 0.01 -0.15
H -14.01916 -6.43173 19.57910 0.62 -0.27 -1.28
H -13.06104 -4.92689 19.53011 -0.10 0.33 -0.07
H -13.89760 -4.91141 17.51310 -0.46 -0.01 -1.48
H -15.21935 -3.92893 18.04235 -0.45 -0.12 0.40
H -16.40154 -5.70671 16.96340 1.01 0.66 -1.74
H -16.44429 -6.65686 19.53861 0.31 1.09 0.42
H -17.14332 -7.40962 18.38657 -0.49 0.01 -1.31
H -17.77372 -4.51709 19.25074 0.44 0.19 -0.38
H -18.78194 -5.87706 19.19678 -0.32 -0.38 -0.12
H -18.37961 -6.63606 16.22110 0.54 0.33 -0.62
H -19.50524 -5.32006 15.59892 0.58 0.17 0.03
H -19.85849 -6.38493 16.93332 -0.52 0.19 0.37
C -23.21573 -2.62869 16.09216 2.02 0.22 -0.40
O -22.94215 -2.66235 14.70036 0.05 0.15 0.35
C -21.76086 -1.97349 14.23098 -1.10 -1.02 -2.21
C -20.33581 -2.25136 14.74774 -2.09 0.43 1.66
N -19.58731 -1.01387 14.64570 2.09 -1.34 -0.81
C -18.98260 -0.82230 13.29782 -1.66 1.56 0.50
C -18.81591 0.67135 13.20922 -0.48 0.27 -1.41
O -20.17855 1.15999 13.17052 0.74 1.10 -0.20
C -20.34920 2.58166 13.02692 -0.69 -1.22 0.89
H -22.85511 -1.69493 16.52363 -0.76 0.71 0.04
H -22.48921 -3.29096 16.56298 -0.52 -0.83 0.41
H -24.25988 -2.86240 16.30011 0.23 0.05 -0.08
H -21.96876 -0.91355 14.08465 -0.01 0.50 1.03
H -21.82069 -2.27163 13.18426 0.41 -0.29 -0.23
H -19.92960 -3.16880 14.32181 0.35 0.42 -0.30
H -20.47277 -2.39898 15.81898 0.27 -0.51 0.31
H -20.25712 -0.26606 14.75627 0.16 0.10 -0.05
H -19.78413 -0.95490 12.57113 0.22 -0.67 -0.53
H -18.10201 -1.34976 12.93119 0.00 -0.43 0.93
H -18.37373 0.88789 12.23676 0.35 0.31 -0.06
H -18.23307 1.12918 14.00845 -0.07 0.03 0.23
H -20.15141 3.03672 12.05641 0.43 -0.45 -0.26
H -19.80431 3.10240 13.81434 0.10 0.19 -0.01
H -21.42093 2.66118 13.20902 0.00 0.53 0.03
C -21.49873 -10.51243 8.69547 -1.24 -0.76 -1.49
O -20.99032 -9.39848 9.27868 1.19 1.05 1.15
C -21.42646 -9.28264 10.60516 0.09 1.53 0.12
C -21.03049 -7.89770 11.15458 0.66 1.30 -0.58
N -21.39979 -6.67158 10.25958 0.50 -2.77 0.94
C -22.84463 -6.51018 10.33651 0.61 1.30 0.28
C -23.14935 -5.10815 9.79045 -1.86 -1.50 1.15
O -22.51885 -4.04146 10.49145 1.08 -1.24 -2.44
C -22.97352 -2.77474 9.95754 0.67 0.41 2.00
H -21.05892 -10.61101 7.70302 -0.13 0.03 -0.02
H -22.57300 -10.33746 8.63656 -0.53 -0.38 -0.56
H -21.41207 -11.47592 9.19773 0.61 -0.03 0.60
H -20.97294 -10.08365 11.18892 -0.06 -0.03 0.41
H -22.51320 -9.34517 10.66157 -0.38 -0.41 -0.10
H -19.95168 -7.84409 11.30094 0.05 0.05 -0.09
H -21.50544 -7.68394 12.11210 0.08 -0.24 0.06
H -21.21748 -7.04632 9.33957 0.51 0.28 -0.68
H -23.14852 -6.63751 11.37552 -0.11 0.22 0.02
H -23.34612 -7.25797 9.72216 -0.36 0.07 -0.06
H -24.20910 -4.97645 10.00878 -0.48 0.11 -0.56
H -23.00917 -5.25580 8.71963 0.48 1.18 -0.28
H -23.35852 -2.68720 8.94156 0.00 -0.79 0.04
H -22.11695 -2.10928 10.06499 -0.03 0.06 -0.09
H -23.69315 -2.54059 10.74202 -0.54 0.81 -0.58
C -13.68114 -2.57631 13.32705 -0.98 -0.03 0.23
C -13.63228 -1.36229 12.35472 0.65 -2.63 -0.69
C -12.27763 -0.78070 12.49858 2.81 1.40 -0.87
C -11.19749 -1.51486 11.73840 0.65 -0.09 -0.98
C -11.46821 -1.57202 10.17921 -0.94 -1.03 2.04
C -12.79740 -2.37487 9.97698 0.15 0.85 0.03
N -13.89728 -1.86426 10.91327 3.42 2.04 0.94
O -15.20389 -2.12058 10.58865 -0.30 -0.27 -0.06
C -13.20813 -2.08980 8.50762 -1.41 0.79 -0.45
C -12.50461 -3.87874 10.23200 -0.28 0.46 0.07
C -14.47051 -0.25304 12.80972 -2.72 1.48 -0.09
H -12.70997 -3.01364 13.55872 0.05 -0.09 -0.42
H -14.36742 -3.33071 12.94234 0.18 -0.11 -0.07
H -14.09298 -2.30426 14.29889 -0.05 0.30 0.12
H -12.24214 0.27865 12.24436 -0.32 0.17 -0.70
H -11.92761 -0.68917 13.52678 -0.51 -0.61 0.45
H -11.14549 -2.45672 12.28457 -0.01 -0.81 -0.92
H -10.18180 -1.15069 11.89281 -0.07 0.67 0.17
H -10.69339 -2.12110 9.64415 0.09 -0.09 0.16
H -11.50564 -0.58842 9.71102 -0.22 0.22 0.43
H -12.69539 -2.56135 7.66927 0.42 -0.50 0.56
H -14.26645 -2.19217 8.26765 -0.24 -1.23 0.43
H -13.21630 -1.03410 8.23644 0.94 0.55 0.56
H -13.08335 -4.35623 9.44131 -0.01 -0.94 0.67
H -11.46596 -4.20891 10.24857 0.34 0.43 -0.97
H -12.72531 -4.12528 11.27056 -1.02 -0.20 -0.27
H -15.53663 -0.47996 12.80657 -0.15 -0.12 0.00
H -14.33905 0.63858 12.19665 -0.04 -0.10 -0.43
H -14.24965 0.12600 13.80754 0.32 -0.56 0.21
H -15.36690 -1.39998 9.97566 -0.82 -0.02 -0.13
```
Forces are in eV/Å.

Calculated values
2S+1 ... 2
HOMO level (spin up / spin down) ... -0.074 / -0.197 hartree
Total charge ... -1
Frontier orbital gap (spin up / spin down) ... 3.8 / 7.5 eV


Below is a molecular structure, C15H40Mn2N3O16S3 in a non-equilibrium geometry, with properties calculated with ωB97M-V/def2-TZVPD.

```
79
Properties=species:S:1:pos:R:3:forces:R:3
Mn -0.16988 -1.10946 3.42301 2.02 0.59 -0.25
Mn 2.45945 0.73855 1.69214 -1.66 -0.55 1.62
N 1.78162 0.80361 5.00234 0.59 0.73 -0.21
O 0.80199 -0.00810 4.96718 -0.64 -0.62 0.20
O 2.22930 1.21108 6.05055 -0.58 -0.60 -0.73
O 2.24982 1.20682 3.89938 0.43 0.07 -0.32
N 2.57586 -2.47807 2.62044 -0.31 0.20 0.21
O 1.43964 -2.61002 3.16326 -0.14 -0.33 0.31
O 2.92262 -1.30163 2.33930 0.98 0.00 -0.35
O 3.27431 -3.44743 2.38587 -0.43 0.74 0.00
O 0.52744 0.02410 1.90113 -0.21 -0.17 -0.01
H -0.11424 0.53045 1.40689 -0.19 0.12 -0.21
C -2.45497 0.89074 0.27149 0.13 -1.11 0.52
C -3.22729 1.70540 -0.75221 0.06 0.69 0.09
N -4.31711 1.00202 -1.40797 0.33 -0.45 -0.16
C -5.37571 0.57814 -0.50626 -0.37 0.19 0.49
C -6.16004 1.74698 0.07069 -0.65 -0.21 -0.56
C -3.86694 -0.14085 -2.22462 0.16 0.08 0.73
C -2.72100 0.17188 -3.16423 0.03 0.06 0.02
H -3.07902 0.57602 1.11410 -0.18 0.20 -0.09
H -1.58617 1.35219 0.74739 -0.10 0.58 -0.36
H -2.11066 -0.05844 -0.15423 0.11 0.10 -0.14
H -3.61685 2.61081 -0.27937 -0.18 -0.12 0.07
H -2.56518 2.10362 -1.52574 0.08 -0.24 -0.04
H -6.05016 -0.08335 -1.05385 -0.06 0.25 -0.25
H -5.08959 -0.05226 0.35410 0.63 -0.03 -0.19
H -7.02854 1.32773 0.58355 0.08 0.19 0.24
H -5.60638 2.39028 0.75107 0.09 -0.11 0.06
H -6.55614 2.35357 -0.74658 0.11 0.12 0.06
H -4.74122 -0.47185 -2.78301 0.05 -0.09 -0.08
H -3.55502 -0.95823 -1.55897 -0.14 -0.26 -0.10
H -2.93820 1.11295 -3.67283 0.18 -0.16 -0.31
H -2.58267 -0.65741 -3.85862 -0.24 0.17 -0.26
H -1.75193 0.25489 -2.66526 -0.13 0.21 0.23
O 3.53289 1.73176 -1.94098 -0.11 -0.46 0.63
S 3.41002 0.38387 -1.47802 0.46 -0.83 -1.53
O 2.58845 0.06497 -0.30266 0.53 0.55 -0.63
O 2.82835 -0.43262 -2.73001 0.51 0.44 1.91
C 2.20909 -1.70611 -2.40794 -1.08 -1.01 -1.16
C 0.71031 -1.58185 -2.51162 -0.98 0.23 0.10
C 5.04097 -0.37036 -1.23032 -1.19 0.63 0.65
H 2.51330 -2.18669 -1.47905 0.34 0.57 0.19
H 2.49883 -2.37683 -3.21940 0.38 0.15 0.08
H 0.39551 -1.17312 -3.47369 0.30 -0.04 -0.09
H 0.21638 -0.95348 -1.76519 0.44 0.03 0.23
H 0.22274 -2.55584 -2.43253 0.23 -0.13 0.04
H 5.57621 0.36960 -0.63553 0.30 0.02 -0.31
H 5.46213 -0.57519 -2.20672 0.18 0.07 0.03
H 4.90202 -1.24240 -0.59309 -0.02 -0.20 -0.29
O 1.45784 2.64932 1.22288 0.17 0.28 -0.30
S 0.90439 3.94150 0.82343 0.49 0.75 -0.86
O -0.01670 4.59163 1.69193 0.28 -0.41 -0.38
O 2.10819 4.97154 0.56935 -0.97 -0.76 0.65
C 3.39642 4.46393 0.17034 0.86 0.11 -0.41
C 4.10416 5.63830 -0.47724 -0.32 0.25 -0.22
C 0.21814 3.83633 -0.87091 0.72 0.29 1.69
H 3.25843 3.66108 -0.55612 0.09 -0.07 0.15
H 3.94959 4.11528 1.04528 -0.25 -0.10 0.05
H 3.54819 5.88391 -1.38376 0.10 0.26 0.04
H 5.13980 5.47385 -0.76979 -0.04 -0.46 0.14
H 4.10445 6.49521 0.19551 -0.12 0.01 -0.02
H 0.90914 3.28556 -1.50264 -0.12 -0.20 0.01
H 0.20541 4.88833 -1.14427 -0.39 -0.05 -0.23
H -0.76387 3.39665 -0.73016 -0.07 -0.04 -0.38
O -1.07831 -2.45823 2.13199 -0.65 0.10 0.34
S -1.78468 -3.33381 1.22403 -0.20 -2.51 -1.40
O -2.89689 -2.88869 0.45530 0.47 0.46 0.42
O -0.71380 -3.89904 0.17811 -0.88 0.68 0.49
C 0.64016 -4.13170 0.62651 0.87 0.25 0.31
C 1.28802 -5.12518 -0.29787 -0.21 -0.47 -0.09
C -2.25427 -4.87456 2.05631 0.40 1.01 0.31
H 0.65487 -4.45645 1.66963 -0.09 -0.12 -0.14
H 1.18421 -3.18155 0.60342 -0.26 0.00 -0.06
H 2.28045 -5.39455 0.06257 0.02 0.21 0.06
H 1.36910 -4.74213 -1.31397 0.00 0.07 -0.02
H 0.71245 -6.05148 -0.34138 -0.04 0.04 0.00
H -1.37450 -5.23901 2.58427 -0.03 -0.08 -0.02
H -2.61351 -5.58922 1.32376 0.06 0.17 -0.21
H -3.04119 -4.63723 2.77011 0.00 0.05 -0.01
```
Forces are in eV/Å.

Calculated values
2S+1 ... 11
HOMO level (spin up / spin down) ... -0.387 / -0.387 hartree
Total charge ... +1
Frontier orbital gap (spin up / spin down) ... 7.7 / 7.2 eV